Record 1
Below is 2 unconnected molecules or ions with the total composition C57H76N6O3, with properties calculated with the ωB97M-V functional and the def2-TZVPD basis.

```
! RIJCOSX wB97M-V def2-TZVPD def2/J DEFGRID3
* xyz 0 1
C -6.289 -1.220 -0.740
C -6.076 -0.583 0.638
C -7.012 0.614 0.823
C -4.606 -0.249 0.854
C -4.079 1.027 0.637
C -2.710 1.274 0.724
C -2.126 2.637 0.384
C -3.163 3.746 0.220
C -1.145 2.607 -0.779
C -1.844 0.227 1.169
C -0.420 0.442 1.421
N 0.053 1.130 2.534
C -0.662 2.154 3.274
C -0.356 3.512 3.052
C 0.844 3.939 2.203
C 2.061 4.074 3.107
C 0.573 5.187 1.366
C -1.194 4.479 3.623
C -2.320 4.100 4.346
C -2.588 2.754 4.589
C -1.727 1.765 4.106
C -1.839 0.306 4.536
C -3.240 -0.061 5.025
C -0.766 -0.060 5.560
N 1.398 1.050 2.606
N 1.766 0.224 1.592
C 3.174 -0.026 1.392
C 3.845 0.721 0.411
C 3.166 1.890 -0.304
C 2.987 1.570 -1.774
C 3.895 3.214 -0.097
C 5.187 0.436 0.146
C 5.872 -0.484 0.932
C 5.228 -1.095 2.006
C 3.883 -0.856 2.274
C 3.292 -1.427 3.570
C 1.970 -2.173 3.411
C 3.192 -0.344 4.647
C 0.675 -0.036 0.723
C 0.660 -0.603 -0.573
C -2.388 -1.069 1.426
C -1.526 -2.216 1.954
C -1.120 -3.192 0.847
C -2.183 -2.973 3.111
C -3.747 -1.284 1.217
H -5.653 -2.103 -0.869
H -7.333 -1.525 -0.870
H -6.040 -0.502 -1.533
H -6.333 -1.341 1.394
H -6.825 1.115 1.779
H -6.881 1.337 0.009
H -8.053 0.273 0.813
H -4.752 1.843 0.365
H -1.523 2.909 1.261
H -3.814 3.795 1.102
H -2.666 4.719 0.119
H -3.771 3.575 -0.678
H -0.311 1.925 -0.571
H -1.621 2.246 -1.700
H -0.720 3.602 -0.975
H 1.043 3.116 1.503
H 2.278 3.089 3.539
H 2.939 4.421 2.550
H 1.848 4.787 3.916
H -0.357 5.081 0.792
H 0.494 6.079 2.002
H 1.392 5.345 0.651
H -0.963 5.537 3.482
H -2.987 4.864 4.745
H -3.459 2.470 5.180
H -1.641 -0.280 3.628
H -3.985 0.134 4.242
H -3.294 -1.121 5.300
H -3.493 0.528 5.917
H 0.237 0.192 5.190
H -0.934 0.503 6.490
H -0.791 -1.134 5.789
H 2.164 1.983 0.132
H 2.295 0.728 -1.884
H 2.565 2.417 -2.330
H 3.939 1.278 -2.245
H 3.999 3.424 0.974
H 4.897 3.183 -0.546
H 3.327 4.035 -0.557
H 5.691 0.969 -0.663
H 6.920 -0.707 0.730
H 5.782 -1.770 2.663
H 4.036 -2.160 3.912
H 1.969 -2.818 2.524
H 1.781 -2.800 4.293
H 1.140 -1.463 3.333
H 4.178 0.082 4.862
H 2.546 0.468 4.293
H 2.771 -0.746 5.576
H 1.533 -1.142 -0.934
H -0.332 -0.567 -1.018
H -0.601 -1.767 2.344
H -0.539 -2.680 0.072
H -0.502 -3.998 1.265
H -2.012 -3.634 0.382
H -2.562 -2.283 3.874
H -3.018 -3.589 2.752
H -1.444 -3.632 3.589
H -4.158 -2.288 1.364
C 1.150 -7.513 -5.215
N 0.581 -6.319 -5.802
C 0.431 -6.386 -7.243
C 0.492 -5.154 -5.093
C 0.958 -5.070 -3.751
C 0.954 -3.859 -3.072
C 0.453 -2.690 -3.673
C 0.362 -1.379 -2.974
C 0.988 -0.298 -3.597
C 0.269 0.958 -3.727
O -0.923 1.084 -3.416
N 0.988 2.053 -4.231
C 0.291 3.321 -4.310
C 2.174 1.920 -4.987
O 2.723 2.872 -5.532
N 2.684 0.616 -5.085
C 3.919 0.506 -5.831
C 2.334 -0.410 -4.184
O 3.115 -1.328 -3.933
C -0.063 -2.792 -4.986
C -0.063 -3.985 -5.682
H 0.655 -7.757 -4.267
H 0.996 -8.331 -5.925
H 2.230 -7.405 -5.027
H -0.280 -5.646 -7.618
H 1.396 -6.242 -7.758
H 0.066 -7.391 -7.489
H 1.345 -5.963 -3.257
H 1.363 -3.774 -2.063
H -0.654 -1.191 -2.615
H 0.932 4.006 -4.859
H -0.666 3.180 -4.822
H 0.104 3.695 -3.298
H 4.081 -0.541 -6.084
H 3.823 1.116 -6.729
H 4.763 0.883 -5.239
H -0.478 -1.897 -5.453
H -0.485 -4.020 -6.687
*
```

Results
**E**: -75424.5357 eV

Record 2
Below is 7 unconnected molecules or ions with the total composition C57H82N3O14S2, with properties calculated with the ωB97M-V functional and the def2-TZVPD basis.

```
! RIJCOSX wB97M-V def2-TZVPD def2/J DEFGRID3
* xyz 1 1
C 1.377 -0.098 3.104
C 1.333 -1.043 2.366
C 1.199 -2.387 1.713
C 2.695 -2.846 1.614
O 3.452 -2.473 2.752
C 4.687 -1.952 2.383
C 4.743 -0.450 2.189
O 5.635 -2.657 2.239
C 0.236 -3.250 2.613
C 0.832 -4.677 2.905
C 1.850 -4.776 4.071
C 3.006 -5.720 3.692
S 4.236 -5.732 5.059
C -0.138 -2.694 3.981
S -1.403 -1.370 3.970
C -2.447 -1.701 5.419
C -2.495 -0.520 6.419
C -0.854 -3.587 1.540
C -2.169 -4.300 1.859
C -2.766 -4.332 3.110
C -3.962 -5.055 3.215
C -4.441 -5.675 2.074
N -3.862 -5.688 0.878
C -2.731 -4.999 0.784
C -0.913 -2.310 0.665
C -2.006 -2.103 -0.387
C -3.285 -1.526 0.195
C -4.420 -2.323 0.350
C -5.593 -1.831 0.902
C -5.680 -0.507 1.309
C -4.571 0.312 1.128
C -3.387 -0.182 0.583
C -2.248 0.805 0.420
N 0.528 -2.113 0.292
C 1.066 -2.965 -0.768
C 0.335 -3.847 -1.507
N 0.760 -0.702 0.022
C 1.569 -0.373 -1.160
C 1.636 1.188 -1.200
C 0.952 1.703 -2.487
H 1.265 0.832 3.612
H 3.150 -2.338 0.752
H 2.783 -3.917 1.422
H 4.229 -0.174 1.266
H 4.286 0.036 3.050
H 5.784 -0.150 2.115
H 1.322 -5.074 2.011
H -0.023 -5.316 3.135
H 1.349 -5.256 4.916
H 2.288 -3.837 4.398
H 3.525 -5.345 2.813
H 2.673 -6.750 3.586
H 3.758 -4.760 5.859
H 0.749 -2.300 4.475
H -0.507 -3.495 4.623
H -3.461 -1.915 5.076
H -2.092 -2.595 5.937
H -2.082 -0.847 7.375
H -1.956 0.345 6.039
H -3.542 -0.275 6.597
H -0.332 -4.363 0.964
H -2.355 -3.841 3.974
H -4.516 -5.123 4.141
H -5.383 -6.213 2.156
H -2.242 -5.004 -0.184
H -1.134 -1.545 1.419
H -2.242 -2.996 -0.965
H -1.636 -1.376 -1.124
H -4.436 -3.359 0.039
H -6.448 -2.485 1.025
H -6.577 -0.102 1.757
H -4.623 1.352 1.428
H -2.608 1.829 0.502
H -1.812 0.733 -0.585
H -1.465 0.635 1.169
H 2.127 -2.909 -0.985
H -0.191 -4.674 -1.035
H 0.342 -3.744 -2.590
H -0.126 -0.220 -0.088
H 1.103 -0.661 -2.105
H 2.598 -0.720 -1.095
H 2.662 1.545 -1.197
H 1.043 1.590 -0.375
H -0.133 1.716 -2.356
H 1.143 1.044 -3.341
H 1.289 2.705 -2.762
O -3.935 2.170 -2.783
C -3.340 2.983 -3.431
O -1.991 3.066 -3.431
C -1.558 4.198 -4.213
C -2.721 4.494 -5.152
C -3.925 4.070 -4.312
H -1.349 5.023 -3.534
H -0.645 3.942 -4.742
H -2.750 5.530 -5.483
H -2.653 3.860 -6.037
H -4.286 4.877 -3.674
H -4.739 3.678 -4.915
O -5.561 -0.067 5.857
C -6.134 0.812 5.281
O -5.621 2.058 5.156
C -6.576 2.925 4.518
C -7.507 1.996 3.752
C -7.503 0.749 4.634
H -7.097 3.492 5.291
H -6.047 3.619 3.869
H -8.495 2.421 3.585
H -7.074 1.760 2.779
H -8.260 0.799 5.418
H -7.616 -0.169 4.064
O 1.501 4.932 -3.536
C 1.378 6.032 -3.073
O 0.256 6.430 -2.423
C 0.357 7.829 -2.084
C 1.847 8.127 -2.076
C 2.367 7.174 -3.144
H -0.179 8.405 -2.842
H -0.113 7.997 -1.118
H 2.076 9.171 -2.272
H 2.270 7.865 -1.104
H 2.324 7.619 -4.138
H 3.374 6.822 -2.935
O 3.395 -2.130 -3.398
C 2.676 -1.903 -4.330
O 1.435 -2.433 -4.445
C 0.854 -2.062 -5.715
C 1.605 -0.811 -6.143
C 2.988 -1.049 -5.541
H 0.992 -2.891 -6.410
H -0.211 -1.886 -5.582
H 1.608 -0.661 -7.220
H 1.152 0.068 -5.682
H 3.636 -1.617 -6.209
H 3.475 -0.124 -5.244
O 3.015 -8.549 1.702
C 3.857 -7.986 1.070
O 3.711 -6.716 0.600
C 4.854 -6.359 -0.205
C 5.970 -7.286 0.249
C 5.199 -8.544 0.641
H 4.594 -6.504 -1.256
H 5.091 -5.310 -0.040
H 6.728 -7.449 -0.514
H 6.463 -6.869 1.128
H 5.043 -9.212 -0.207
H 5.670 -9.079 1.460
O 3.883 8.794 -5.601
C 3.746 9.890 -5.143
O 2.617 10.289 -4.495
C 2.717 11.688 -4.159
C 4.206 11.995 -4.150
C 4.732 11.037 -5.216
H 2.179 12.262 -4.916
H 2.248 11.855 -3.192
H 4.427 13.042 -4.344
H 4.632 11.736 -3.180
H 4.688 11.470 -6.216
H 5.739 10.690 -5.004
*
```

Results
**E**: -115234.3875 eV

Record 3
Below is 12 unconnected molecules or ions with the total composition C58H103B5F20N8O2, with properties calculated with the ωB97M-V functional and the def2-TZVPD basis.

```
! RIJCOSX wB97M-V def2-TZVPD def2/J DEFGRID3
* xyz 2 1
C 6.673 -2.900 3.038
C 5.877 -3.621 1.946
C 6.334 -3.287 0.484
N 5.508 -3.764 -0.661
C 6.176 -3.391 -1.971
C 4.069 -3.209 -0.721
C 3.179 -4.392 -1.015
C 3.903 -5.499 -0.224
C 5.358 -5.281 -0.566
H 6.257 -3.111 4.005
H 6.697 -1.842 2.853
H 7.673 -3.311 3.105
H 4.793 -3.423 2.067
H 5.935 -4.684 2.194
H 7.351 -3.740 0.390
H 6.535 -2.211 0.391
H 5.619 -3.918 -2.752
H 7.195 -3.734 -1.846
H 6.161 -2.333 -2.051
H 4.066 -2.423 -1.410
H 3.851 -2.729 0.247
H 3.247 -4.684 -2.083
H 2.174 -4.287 -0.617
H 3.620 -6.501 -0.493
H 3.652 -5.300 0.778
H 5.532 -5.733 -1.548
H 6.051 -5.771 0.086
C 5.953 6.915 -6.736
C 5.383 5.862 -5.853
C 4.326 5.103 -6.690
N 3.716 3.883 -6.192
C 2.871 3.371 -7.330
C 2.812 4.171 -5.021
C 3.698 3.899 -3.801
C 4.395 2.652 -4.090
C 4.669 2.821 -5.628
H 5.239 7.183 -7.510
H 6.764 6.582 -7.376
H 6.262 7.881 -6.328
H 4.866 6.410 -5.054
H 6.174 5.271 -5.345
H 4.794 4.850 -7.678
H 3.498 5.791 -6.969
H 2.434 2.420 -7.003
H 3.558 3.248 -8.173
H 2.115 4.106 -7.505
H 2.005 3.444 -5.027
H 2.442 5.206 -5.145
H 3.148 3.849 -2.896
H 4.541 4.628 -3.792
H 3.832 1.740 -3.917
H 5.340 2.615 -3.523
H 4.534 1.878 -6.155
H 5.685 3.178 -5.755
C 2.967 3.432 0.928
C 1.882 2.399 1.325
C 2.406 1.268 2.233
N 1.623 -0.057 2.017
C 2.023 -0.900 3.131
C 1.936 -0.690 0.719
C 0.698 -0.940 -0.082
C -0.308 -1.009 1.048
C 0.172 0.071 1.975
H 3.218 4.011 1.842
H 2.526 4.151 0.210
H 3.903 3.029 0.503
H 1.538 1.924 0.401
H 0.941 2.780 1.770
H 2.405 1.401 3.287
H 3.400 1.016 1.870
H 1.551 -0.516 3.995
H 3.104 -0.844 3.176
H 1.815 -1.941 2.799
H 2.328 -1.707 0.915
H 2.731 -0.091 0.197
H 0.864 -1.910 -0.508
H 0.459 -0.163 -0.794
H -0.307 -1.998 1.597
H -1.317 -0.762 0.657
H -0.251 -0.068 2.970
H -0.111 1.012 1.555
C -0.657 -2.495 8.940
C -1.452 -2.274 7.658
C -1.020 -3.079 6.444
N -2.144 -3.555 5.559
C -2.909 -4.666 6.218
C -1.615 -4.013 4.249
C -2.854 -4.052 3.367
C -3.864 -3.045 3.913
C -3.124 -2.433 5.150
H 0.394 -2.219 8.830
H -0.642 -3.584 9.154
H -1.064 -1.957 9.780
H -1.601 -1.223 7.353
H -2.438 -2.614 7.959
H -0.314 -3.879 6.605
H -0.486 -2.414 5.764
H -3.545 -4.178 6.938
H -2.225 -5.358 6.776
H -3.563 -5.063 5.432
H -1.109 -4.953 4.321
H -0.839 -3.330 3.860
H -3.245 -5.076 3.339
H -2.480 -4.052 2.342
H -4.774 -3.561 4.278
H -4.153 -2.195 3.328
H -3.803 -2.194 6.031
H -2.477 -1.582 4.923
C -8.123 -1.101 1.813
N -7.159 -0.032 2.254
C -7.058 1.038 1.396
C -6.044 2.012 1.587
C -5.161 1.766 2.648
C -5.228 0.623 3.467
C -6.261 -0.227 3.206
C -4.085 2.733 2.998
C -4.373 3.751 3.932
C -3.362 4.544 4.408
N -2.070 4.400 3.933
C -1.820 3.476 2.942
C -2.815 2.674 2.427
C -0.984 5.205 4.409
H -8.156 -1.887 2.562
H -7.808 -1.465 0.831
H -9.108 -0.605 1.651
H -7.796 1.165 0.656
H -5.941 2.821 0.930
H -4.517 0.438 4.283
H -6.441 -1.100 3.835
H -5.446 3.892 4.215
H -3.473 5.337 5.121
H -0.808 3.366 2.553
H -2.562 1.875 1.685
H -0.313 4.559 4.969
H -1.343 6.006 4.996
H -0.422 5.468 3.529
C -7.196 -1.421 -8.616
N -6.271 -0.914 -7.582
C -4.919 -0.918 -7.736
C -4.044 -0.558 -6.726
C -4.574 -0.014 -5.523
C -5.937 -0.008 -5.350
C -6.716 -0.525 -6.376
C -3.598 0.526 -4.540
C -3.902 1.703 -3.889
C -3.028 2.407 -3.050
N -1.839 1.811 -2.764
C -1.564 0.595 -3.296
C -2.358 -0.038 -4.210
C -0.861 2.418 -1.897
H -8.165 -1.231 -8.215
H -7.031 -2.468 -8.708
H -7.021 -0.870 -9.542
H -4.562 -1.257 -8.729
H -3.026 -0.685 -6.934
H -6.423 0.317 -4.426
H -7.771 -0.511 -6.280
H -4.910 2.060 -4.020
H -3.288 3.375 -2.706
H -0.594 0.234 -3.109
H -1.913 -0.955 -4.532
H -0.805 3.477 -2.028
H 0.115 2.034 -2.125
H -1.105 2.163 -0.859
B -1.303 0.901 5.468
F -1.223 0.990 6.811
F -0.731 -0.344 4.946
F -2.667 0.987 5.063
F -0.638 1.960 4.823
B 1.382 0.484 -4.957
F 2.490 0.814 -5.868
F 0.567 1.655 -4.875
F 0.695 -0.687 -5.305
F 1.908 0.304 -3.574
B -5.255 -0.564 -1.536
F -5.995 -1.258 -0.543
F -6.227 0.364 -2.246
F -4.180 0.149 -0.884
F -4.778 -1.362 -2.586
B 5.784 0.173 0.456
F 6.002 -0.293 -0.848
F 5.155 1.477 0.430
F 4.818 -0.725 1.181
F 7.009 0.168 1.149
B -3.190 4.525 -0.162
F -2.041 3.726 0.290
F -3.344 5.574 0.762
F -2.902 4.980 -1.447
F -4.362 3.713 -0.102
C 1.987 -5.818 2.903
C 1.389 -4.542 2.302
O 0.116 -4.401 2.388
O 2.200 -3.688 1.858
H 1.263 -6.344 3.543
H 2.884 -5.598 3.491
H 2.433 -6.532 2.217
*
```

Results
**E**: -135581.5659 eV

| no. | E_LUMO (Ha) | maximum force (hartree/bohr) |
| --- | --- | --- |
| 1 | -0.01640 | 0.0926 |
| 2 | -0.10571 | 0.0679 |
| 3 | -0.19827 | 0.0704 |